(1)
12
Properties=species:S:1:pos:R:3:forces:R:3:lowdin_charge:R:1 method="wB97M-V/def2-TZVPD" smiles="N#CC(F)(F)C(F)(F)S(=O)(=O)[O-]" total_charge=-1 orbital_gap_ev=9.442 fmax_ev_per_a=6.1
S 1.9242 -0.2346 0.4171 1.6 3.2 0.4 0.42
F -0.3809 -1.6791 -0.4398 -1.2 1.1 0.6 0.08
F 0.7035 1.2841 -1.4441 -0.8 -0.9 1.1 0.07
F -0.0801 1.5192 0.6273 0.6 0.5 -0.4 0.04
F -1.5524 -0.3108 -1.6687 0.6 0.6 2.1 0.05
O 2.8207 0.9149 0.7112 -1.8 -1.4 0.1 -0.36
O 2.3707 -0.9745 -0.6965 0.6 -1.6 -2.1 -0.31
O 1.4329 -1.0087 1.5112 -0.6 -0.1 1.1 -0.31
N -2.4158 -0.0362 1.5538 -2.8 0.5 3.5 0.23
C -0.8900 -0.3945 -0.4022 3.7 -0.9 -4.7 -0.36
C -1.7435 -0.1133 0.6694 0.6 -1.1 -1.7 -0.14
C 0.3966 0.6090 -0.2842 -0.7 0.1 0.0 -0.41

(2)
20
Properties=species:S:1:pos:R:3:forces:R:3:lowdin_charge:R:1 method="wB97M-V/def2-TZVPD" total_charge=0 orbital_gap_ev=8.448 fmax_ev_per_a=3.3
O -0.3356 -0.1714 -2.1856 0.5 0.0 0.5 0.03
O -1.3878 -1.6922 -0.2704 0.5 0.5 0.3 0.01
N 2.2491 -0.2211 0.0369 -0.7 1.1 -2.0 -0.07
N -1.6300 0.1208 1.2124 0.5 -0.2 1.1 0.09
C -0.4133 0.3608 -0.9059 -2.0 -1.1 0.4 -0.37
C -0.4011 1.8624 -0.8787 0.4 -0.3 0.1 -0.02
C 1.7491 -0.9004 1.1690 -3.2 -0.4 0.1 -0.21
C -0.9256 -0.4192 0.1149 -1.3 1.5 -2.6 -0.44
H 2.6206 -0.8874 -0.6340 0.1 0.1 0.1 0.06
H -1.9026 -2.0305 0.4714 0.2 -0.1 0.1 0.10
H 2.2937 -1.8122 1.4223 -0.3 0.1 -0.1 0.07
H 0.1253 2.2226 -1.7604 0.0 0.0 0.0 0.09
H 1.3802 0.1877 -0.4940 2.0 -0.7 1.2 0.05
H -1.4143 2.2796 -0.8935 0.0 -0.1 0.0 0.09
H 0.1217 2.2369 0.0024 -0.1 0.1 0.0 0.08
H -1.1397 0.8241 1.7484 0.1 -0.2 -0.1 0.09
H -0.6375 -1.0890 -2.1264 0.0 0.0 -0.1 0.10
H 1.6740 -0.2430 2.0314 0.4 0.1 0.3 0.06
H -2.5694 0.4453 1.0249 0.0 0.0 -0.4 0.09
H 0.5431 -1.0739 0.9150 2.8 -0.5 1.1 0.09

(3)
9
Properties=species:S:1:pos:R:3:forces:R:3:lowdin_charge:R:1 method="wB97M-V/def2-TZVPD" total_charge=+1 orbital_gap_ev="4.624 / 4.623" fmax_ev_per_a=3.6
Yb 2.8086 1.0572 1.2752 -2.4 -0.3 -1.2 1.64
O 2.5835 -1.1459 -0.9866 -2.1 2.7 0.0 0.05
O 0.4261 0.5734 0.1881 1.7 0.6 1.8 -0.42
C -1.9133 0.2221 -0.0364 0.0 0.2 0.5 0.02
C -0.6948 -0.1528 0.3703 0.2 -0.7 -1.4 -0.39
C 2.1230 -0.0729 -0.9774 2.6 -2.6 -0.1 -0.11
H -2.6909 -0.5334 -0.1479 0.1 0.3 0.3 0.06
H -2.1541 1.2675 -0.2383 0.1 -0.4 -0.2 0.06
H -0.4880 -1.2153 0.5530 -0.3 0.2 0.3 0.10

(4)
13
Properties=species:S:1:pos:R:3:forces:R:3:lowdin_charge:R:1 method="wB97M-V/def2-TZVPD" total_charge=+2 spin_multiplicity=2 orbital_gap_ev="9.356 / 9.067" fmax_ev_per_a=2.7
O 1.0380 -1.4754 0.8434 0.6 -1.2 0.4 0.10
N -0.1484 0.7530 1.2825 2.7 0.0 0.0 0.34
C 0.1997 1.1947 -0.0464 -1.7 -0.3 -1.5 -0.09
C -0.7373 0.5670 -1.1230 0.2 -0.2 1.0 0.15
C -0.6503 -0.8000 -1.3554 -0.4 -0.5 -0.1 0.30
H 0.1752 -0.2649 1.4149 -1.2 0.2 0.2 0.10
H 0.3069 1.3169 2.0220 -1.0 0.4 0.1 0.20
H 1.1426 0.6532 -0.2495 0.4 0.6 0.1 0.17
H 0.1895 2.2654 -0.2443 0.4 0.1 0.6 0.16
H 0.2601 -1.3723 -1.1494 -0.1 0.2 -0.4 0.11
H 1.4010 -2.3010 1.2732 -0.2 0.5 -0.2 0.14
H -1.5055 1.1786 -1.6010 0.2 0.1 -0.1 0.17
H -1.5489 -1.3652 -1.6215 0.1 0.1 -0.2 0.15